This record from the Open Molecules 2025 dataset describes a cluster of 8 separate species, C55H42F7NO30PS in total. The level of theory is ωB97M-V/def2-TZVPD.

## Properties
LUMO level = -0.91 eV
Kohn-Sham gap = 0.1224 hartree
Charge = -1
HOMO energy = -4.246 eV

```
137
Properties=species:S:1:pos:R:3:lowdin_charge:R:1
C 1.9832 -6.0820 -7.2990 -0.1748
C 0.5459 -5.6257 -7.5994 -0.4125
P 0.0579 -4.1622 -6.5772 0.9550
C -1.7570 -4.5332 -6.3767 -0.4241
C -2.0346 -5.3530 -5.1005 -0.1865
C 0.0699 -2.7260 -7.6736 -0.5303
C 0.4776 -2.9234 -9.1049 -0.3172
C -0.4432 -2.7565 -10.1276 -0.0309
C -0.0769 -2.9872 -11.4385 -0.0818
C 1.2207 -3.3730 -11.7013 -0.1851
N 2.1336 -3.5162 -10.7517 0.0602
C 1.7625 -3.2945 -9.4978 -0.1241
S 0.9926 -1.4578 -7.0540 0.6201
O 2.3350 -1.7048 -6.5631 -0.3390
O 0.8457 -0.2889 -7.8994 -0.3162
C 0.0689 -0.8692 -5.5173 -0.4638
F 0.5497 0.3729 -5.2688 0.0873
F -1.2366 -0.7487 -5.8287 0.0923
C 0.1519 -1.6614 -4.1713 -0.3732
F 1.2761 -2.3961 -4.0756 0.1146
F -0.9322 -2.4640 -4.0447 0.1187
C 0.1155 -0.7269 -2.9224 -0.4823
F -0.8524 0.2143 -3.0310 0.1458
F -0.1676 -1.4643 -1.8202 0.1467
F 1.3002 -0.1103 -2.7080 0.1537
H 2.4360 -6.5604 -8.1703 0.0612
H 1.9930 -6.7950 -6.4744 0.0574
H 2.6199 -5.2402 -7.0235 0.0515
H 0.4084 -5.4559 -8.6674 0.0663
H -0.1494 -6.4151 -7.3016 0.0632
H -2.2891 -3.5847 -6.3803 0.0585
H -2.0767 -5.1172 -7.2451 0.0594
H -2.6312 -4.7866 -4.3848 0.0528
H -1.1021 -5.6158 -4.5936 0.0454
H -2.5590 -6.2838 -5.3216 0.0519
H -1.4477 -2.4438 -9.8735 0.1143
H -0.7781 -2.8667 -12.2540 0.0910
H 1.5364 -3.5750 -12.7189 0.0902
H 2.5243 -3.4175 -8.7353 0.1100
C 4.9568 -1.7315 0.7569 0.0733
C 4.0587 -1.7251 -0.2456 -0.2101
C 3.2894 -2.9727 -0.6458 -0.2863
O 2.4968 -2.8365 -1.5522 0.1275
C 3.5510 -4.2086 0.0636 0.0899
C 4.4494 -4.2039 1.0558 -0.2281
C 5.1940 -2.9570 1.4613 -0.3207
O 5.9865 -3.0640 2.3959 0.0149
O 4.7697 -5.2722 1.7732 0.1214
O 3.7627 -0.6662 -0.9606 0.1422
H 5.5096 -0.8495 1.0516 0.1403
H 3.0111 -5.0955 -0.2351 0.1392
H 5.4363 -4.9724 2.4200 0.1203
H 3.0823 -0.9397 -1.6144 0.1083
C 5.1764 0.8954 5.4092 0.0715
C 5.1089 -0.2945 4.7864 -0.2213
C 3.8136 -1.0937 4.7137 -0.2984
O 3.8795 -2.1555 4.1252 0.1112
C 2.6224 -0.5562 5.3327 0.0729
C 2.7007 0.6311 5.9494 -0.2363
C 3.9864 1.4318 6.0185 -0.3139
O 3.9184 2.5028 6.5999 0.0912
O 1.6846 1.2232 6.5549 0.1125
O 6.1384 -0.8542 4.1861 0.1134
H 6.0890 1.4725 5.4648 0.1132
H 1.7093 -1.1319 5.2812 0.1347
H 2.0401 2.0676 6.9002 0.1168
H 5.8555 -1.6972 3.7616 0.0844
C -3.5218 0.7724 -1.2516 0.0847
C -4.4042 -0.0647 -0.6864 -0.2264
C -5.6967 0.4161 -0.0572 -0.3022
O -6.4270 -0.4440 0.4078 0.0938
C -5.9841 1.8329 -0.0443 0.0702
C -5.0996 2.6672 -0.6082 -0.2277
C -3.8158 2.1869 -1.2561 -0.3033
O -3.1076 3.0514 -1.7402 0.1092
O -5.2492 3.9818 -0.6586 0.1106
O -4.2429 -1.3759 -0.6229 0.1229
H -2.6015 0.4345 -1.7042 0.1145
H -6.9008 2.1655 0.4160 0.0987
H -4.4570 4.3149 -1.1298 0.1175
H -5.0367 -1.7245 -0.1721 0.1167
C 8.9527 -2.7377 -1.7033 0.0764
C 9.9815 -1.9007 -1.9066 -0.2328
C 10.6883 -1.1831 -0.7709 -0.3063
O 11.6158 -0.4578 -1.0918 0.0944
C 10.2262 -1.3887 0.5796 0.0728
C 9.1955 -2.2232 0.7831 -0.2213
C 8.5055 -2.9636 -0.3484 -0.2969
O 7.5914 -3.7021 -0.0260 0.1055
O 8.6812 -2.4501 1.9779 0.1119
O 10.4814 -1.6160 -3.0961 0.1178
H 8.4451 -3.2501 -2.5083 0.1373
H 10.7000 -0.8564 1.3941 0.0993
H 7.9048 -3.0384 1.8678 0.0865
H 11.2126 -0.9862 -2.9323 0.1175
C -8.8858 3.5157 2.5431 0.0762
C -9.4008 2.3696 2.0731 -0.2225
C -10.7126 1.8016 2.5764 -0.3103
O -11.0866 0.7644 2.0603 0.1078
C -11.4245 2.5096 3.6162 0.0714
C -10.9093 3.6536 4.0898 -0.2293
C -9.6070 4.2331 3.5707 -0.3086
O -9.2495 5.2859 4.0658 0.1107
O -11.4743 4.3824 5.0361 0.0930
O -8.8298 1.6300 1.1380 0.0963
H -7.9530 3.9313 2.1878 0.1341
H -12.3528 2.0915 3.9793 0.1340
H -10.9058 5.1665 5.1840 0.0965
H -9.4164 0.8593 0.9957 0.1289
C -15.5594 7.2063 6.9290 0.0720
C -14.4468 6.9356 6.2298 -0.2275
C -13.0595 7.0844 6.8246 -0.2937
O -12.1310 6.8017 6.0885 0.0940
C -12.9258 7.5405 8.1872 0.0759
C -14.0390 7.8113 8.8846 -0.2329
C -15.4281 7.6518 8.2959 -0.3125
O -16.3581 7.9164 9.0369 0.1013
O -14.0456 8.2375 10.1346 0.1197
O -14.4433 6.5127 4.9798 0.1266
H -16.5514 7.1009 6.5138 0.1356
H -11.9333 7.6525 8.5996 0.1368
H -14.9884 8.3431 10.3764 0.1202
H -13.5050 6.3722 4.7391 0.1170
C 11.9104 3.3609 4.7253 0.0716
C 12.2801 2.3370 3.9422 -0.2317
C 11.3013 1.2760 3.4830 -0.2928
O 11.7540 0.4008 2.7647 0.0898
C 9.9247 1.3540 3.9125 0.0848
C 9.5559 2.3776 4.6970 -0.2254
C 10.5296 3.4514 5.1437 -0.3098
O 10.0720 4.3368 5.8436 0.1045
O 8.3293 2.5567 5.1554 0.1101
O 13.5091 2.1498 3.4952 0.1207
H 12.6003 4.1237 5.0564 0.1348
H 9.2363 0.5837 3.5912 0.1365
H 8.3567 3.3781 5.6869 0.1228
H 13.4770 1.3413 2.9443 0.1220
```